Density functional theory data (ωB97M-V with the def2-TZVPD basis set) for a 2-piece molecular cluster, C7H17NO overall.

Summary:
* net charge: +1
* gap between HOMO and LUMO (spin up / spin down): 11.1 / 6.5 eV
* HOMO energy (spin up / spin down): -14.8 / -14.8 eV
* energy above the lowest of the compared OMol25 structures with the same formula, charge and spin: 31.8 kcal per mole
* LUMO level (spin up / spin down): -3.70 / -8.29 eV
* ⟨S²⟩: 0.77
* multiplicity: 2
* strongest force on any atom: 5.267 eV Å⁻¹

Each atom is followed by the atoms it is bonded to, with distances in Å.
Positions of all 26 atoms, in Å:
1 C 1.409 1.253 -3.073  C2 1.533, H3 1.080, H4 1.101, H5 1.058
2 C 0.838 2.117 -1.942  C1 1.533, H6 1.069, H7 1.099, H8 1.097
3 H 0.894 1.617 -3.950  C1 1.080
4 H 2.474 1.531 -3.070  C1 1.101
5 H 1.146 0.230 -3.029  C1 1.058
6 H 0.565 3.104 -2.249  C2 1.069
7 H 1.488 2.167 -1.057  C2 1.099
8 H -0.109 1.794 -1.494  C2 1.097
9 C -0.358 -0.789 2.368  C10 1.507, N15 1.437, H16 1.169, H17 1.074
10 C -1.861 -0.852 2.453  C9 1.507, H18 1.050, H19 1.077, H22 1.087
11 C 1.667 -0.667 1.056  N15 1.453, H20 1.090, H23 1.057, H24 1.208
12 C -1.734 -0.665 -0.626  C13 1.503, H21 1.132, H25 1.095, H26 1.098
13 C -0.380 -1.131 -0.169  C12 1.503, O14 1.205, N15 1.446
14 O 0.429 -1.589 -0.935  C13 1.205
15 N 0.214 -0.646 1.057  C9 1.437, C11 1.453, C13 1.446
16 H 0.070 0.021 3.095  C9 1.169
17 H 0.038 -1.609 2.937  C9 1.074
18 H -2.407 -0.024 2.109  C10 1.050
19 H -2.242 -1.049 3.441  C10 1.077
20 H 2.276 -1.534 1.312  C11 1.090
21 H -1.931 -1.152 -1.629  C12 1.132
22 H -2.183 -1.794 2.016  C10 1.087
23 H 2.056 -0.161 0.213  C11 1.057
24 H 1.852 0.259 1.810  C11 1.208
25 H -2.533 -0.856 0.098  C12 1.095
26 H -1.676 0.425 -0.742  C12 1.098